No. 1
13 unconnected molecules or ions with the total composition C52H94O18. Source: OMol25; level of theory: ωB97M-V/def2-TZVPD.

Calculated values
E ... -3391.920629 hartree
Total charge ... 0
Kohn-Sham gap ... 9.52 eV
2S+1 ... 1

Last column: Löwdin charge in e.
Geometry (Å):
C: 1.04 0.36 8.24  -0.15
C: 0.50 0.14 6.80  -0.17
C: 1.50 0.99 5.99  -0.17
O: 2.73 0.95 6.73  -0.12
C: 2.54 0.22 7.91  -0.23
H: 0.70 -0.35 8.99  0.11
H: 0.67 1.35 8.52  0.11
H: -0.54 0.40 6.61  0.10
H: 0.59 -0.92 6.56  0.08
H: 1.06 1.98 5.85  0.10
H: 1.64 0.48 5.04  0.10
H: 3.05 0.70 8.75  0.12
H: 2.77 -0.84 7.76  0.12
C: 4.97 -3.85 -0.14  -0.15
C: 5.76 -2.94 -1.08  -0.17
C: 5.13 -1.53 -1.01  -0.19
O: 3.93 -1.78 -0.30  -0.15
C: 4.11 -2.83 0.62  -0.20
H: 5.68 -4.34 0.51  0.11
H: 4.35 -4.50 -0.76  0.09
H: 6.09 -3.31 -2.05  0.11
H: 6.78 -2.86 -0.66  0.10
H: 5.03 -1.16 -2.03  0.10
H: 5.78 -0.88 -0.42  0.11
H: 3.16 -3.19 1.02  0.11
H: 4.59 -2.50 1.54  0.12
C: 0.74 -4.97 -0.49  -0.16
C: 0.62 -6.46 -0.86  -0.14
C: 0.55 -6.45 -2.42  -0.19
O: 0.70 -5.09 -2.81  -0.15
C: 1.32 -4.37 -1.76  -0.20
H: 1.36 -4.76 0.37  0.10
H: -0.26 -4.54 -0.38  0.10
H: -0.21 -6.88 -0.29  0.11
H: 1.51 -6.99 -0.54  0.10
H: -0.37 -6.98 -2.68  0.10
H: 1.39 -7.03 -2.80  0.11
H: 1.00 -3.33 -1.84  0.11
H: 2.41 -4.45 -1.77  0.11
C: -1.50 2.70 -3.55  -0.16
C: -1.68 1.22 -3.98  -0.15
C: -3.18 1.00 -3.79  -0.17
O: -3.80 2.30 -3.67  -0.15
C: -2.84 3.31 -3.80  -0.24
H: -0.63 3.19 -4.00  0.11
H: -1.29 2.68 -2.47  0.09
H: -1.09 0.50 -3.42  0.08
H: -1.36 1.12 -5.02  0.11
H: -3.30 0.53 -2.81  0.11
H: -3.65 0.46 -4.61  0.12
H: -2.98 4.14 -3.11  0.12
H: -2.83 3.72 -4.82  0.12
C: 1.88 -1.34 -4.63  -0.17
C: 2.43 -0.08 -3.99  -0.15
C: 2.61 0.86 -5.21  -0.19
O: 2.61 0.05 -6.37  -0.13
C: 2.54 -1.34 -5.99  -0.18
H: 0.80 -1.44 -4.79  0.10
H: 2.13 -2.28 -4.11  0.11
H: 3.37 -0.32 -3.50  0.09
H: 1.86 0.43 -3.20  0.10
H: 3.60 1.31 -5.06  0.10
H: 1.78 1.56 -5.18  0.11
H: 3.57 -1.69 -5.93  0.12
H: 1.96 -1.87 -6.75  0.12
C: -1.56 5.24 4.57  -0.15
C: -1.13 3.83 4.93  -0.17
C: -2.12 2.92 4.23  -0.20
O: -3.34 3.66 4.27  -0.14
C: -3.06 5.05 4.33  -0.20
H: -1.14 5.53 3.60  0.09
H: -1.31 6.04 5.26  0.11
H: -1.27 3.71 6.01  0.12
H: -0.08 3.60 4.74  0.10
H: -2.26 1.93 4.65  0.11
H: -1.83 2.76 3.18  0.09
H: -3.70 5.47 5.12  0.11
H: -3.44 5.61 3.47  0.11
C: 5.99 2.11 -3.03  -0.18
C: 5.51 2.21 -1.59  -0.16
C: 4.48 3.35 -1.51  -0.15
O: 4.48 3.90 -2.86  -0.18
C: 5.63 3.46 -3.59  -0.20
H: 5.56 1.24 -3.54  0.09
H: 7.06 1.89 -3.06  0.11
H: 6.37 2.38 -0.95  0.11
H: 5.03 1.31 -1.20  0.09
H: 4.85 4.16 -0.88  0.12
H: 3.46 3.00 -1.51  0.10
H: 6.37 4.19 -3.21  0.12
H: 5.59 3.56 -4.67  0.12
C: 1.97 5.28 -0.11  -0.18
C: 1.86 4.53 1.19  -0.14
C: 0.36 4.19 1.11  -0.21
O: 0.18 3.76 -0.22  -0.16
C: 1.02 4.58 -1.08  -0.17
H: 3.02 5.34 -0.41  0.09
H: 1.62 6.31 -0.03  0.12
H: 2.13 5.13 2.06  0.12
H: 2.40 3.58 1.20  0.11
H: -0.32 4.99 1.42  0.12
H: 0.17 3.31 1.73  0.10
H: 0.32 5.32 -1.47  0.12
H: 1.53 4.11 -1.91  0.10
O: -5.67 -1.83 2.67  0.12
C: -5.45 -2.10 1.53  -0.45
O: -6.47 -2.35 0.63  0.02
C: -5.93 -2.75 -0.65  -0.14
C: -4.42 -2.81 -0.50  -0.15
C: -4.09 -2.39 0.91  -0.06
H: -6.11 -1.91 -1.33  0.12
H: -6.34 -3.66 -1.06  0.12
H: -3.93 -2.03 -1.10  0.10
H: -3.95 -3.73 -0.84  0.10
H: -3.51 -1.47 0.93  0.11
H: -3.65 -3.13 1.57  0.12
O: -0.02 -3.79 2.60  0.11
C: -0.81 -3.16 3.27  -0.49
O: -2.07 -3.55 3.45  0.02
C: -2.73 -2.79 4.47  -0.14
C: -1.92 -1.51 4.53  -0.14
C: -0.50 -1.96 4.13  -0.05
H: -2.61 -3.27 5.44  0.13
H: -3.78 -2.74 4.19  0.11
H: -1.89 -1.06 5.52  0.10
H: -2.41 -0.81 3.84  0.11
H: 0.03 -2.14 5.06  0.11
H: 0.00 -1.17 3.59  0.09
O: -3.34 5.34 -0.15  0.12
C: -4.00 4.36 0.02  -0.47
O: -5.13 4.42 0.77  0.02
C: -5.51 3.09 1.13  -0.15
C: -4.55 2.07 0.44  -0.13
C: -3.93 2.98 -0.63  -0.07
H: -6.53 2.88 0.82  0.12
H: -5.32 2.93 2.20  0.12
H: -5.25 1.37 -0.01  0.11
H: -3.82 1.65 1.12  0.10
H: -4.60 2.99 -1.49  0.13
H: -2.91 2.74 -0.93  0.10
O: -1.72 -2.26 -2.59  0.10
C: -1.90 -3.17 -3.36  -0.49
O: -1.57 -3.01 -4.65  0.03
C: -1.49 -4.27 -5.32  -0.14
C: -2.25 -5.28 -4.40  -0.13
C: -2.50 -4.53 -3.10  -0.07
H: -0.44 -4.55 -5.45  0.11
H: -1.85 -4.25 -6.36  0.12
H: -1.61 -6.16 -4.42  0.10
H: -3.20 -5.54 -4.87  0.11
H: -1.92 -4.89 -2.26  0.12
H: -3.58 -4.43 -3.01  0.12
O: 0.00 1.00 3.05  0.09
C: 0.14 0.65 1.92  -0.50
O: 1.33 0.72 1.28  0.05
C: 1.19 0.45 -0.13  -0.13
C: -0.11 -0.36 -0.22  -0.12
C: -0.90 0.20 0.94  -0.06
H: 2.00 -0.12 -0.59  0.11
H: 1.13 1.40 -0.67  0.11
H: 0.09 -1.42 -0.04  0.12
H: -0.59 -0.29 -1.20  0.09
H: -1.52 -0.54 1.45  0.11
H: -1.41 1.15 0.73  0.13

No. 2
A molecular structure, C53H106F6N7O23PbS2. Source: OMol25; level of theory: ωB97M-V/def2-TZVPD.

Calculated values
E ... -5784.340830 hartree
Total charge ... +1
Kohn-Sham gap ... 2.03 eV
2S+1 ... 1

Last column: Löwdin charge in e.
Geometry (Å):
Pb: -1.53 -5.39 1.23  1.76
C: 0.74 -0.12 1.80  -0.64
F: 1.82 -0.18 1.03  0.15
F: 0.70 -1.14 2.66  0.11
F: 0.65 1.01 2.50  0.16
S: -0.78 -0.30 0.62  0.75
O: -1.94 -0.75 1.45  -0.40
O: -0.96 0.99 -0.09  -0.29
N: -0.60 -1.82 -0.35  -0.33
S: -0.16 -1.41 -1.76  0.49
O: 0.95 -0.46 -1.84  -0.31
O: 0.04 -2.56 -2.60  -0.34
C: -1.78 -0.62 -2.57  -0.59
F: -1.51 0.62 -3.02  0.13
F: -2.30 -1.37 -3.56  0.11
F: -2.76 -0.69 -1.64  0.07
C: -4.55 -4.69 -0.84  -0.02
O: -4.11 -4.71 0.61  -0.39
C: -5.27 -4.44 1.35  -0.21
C: -4.91 -4.71 2.86  -0.17
N: -3.58 -4.30 3.33  -0.09
C: -3.34 -4.92 4.65  -0.16
C: -1.86 -4.61 5.00  -0.21
O: -0.95 -5.18 4.09  -0.34
C: 0.15 -5.81 4.74  -0.07
H: -5.17 -5.57 -0.98  0.09
H: -3.78 -4.72 -1.61  0.10
H: -5.24 -3.92 -1.17  0.10
H: -6.17 -4.96 1.03  0.14
H: -5.48 -3.38 1.23  0.13
H: -4.92 -5.79 3.02  0.11
H: -5.68 -4.30 3.51  0.13
H: -3.63 -3.30 3.30  0.13
H: -3.41 -5.98 4.43  0.12
H: -4.04 -4.59 5.43  0.14
H: -1.74 -5.02 6.00  0.13
H: -1.77 -3.54 5.20  0.14
H: 0.97 -6.05 4.07  0.09
H: -0.31 -6.75 5.03  0.10
H: 0.64 -5.33 5.60  0.11
C: -6.43 5.00 0.54  -0.13
O: -5.53 4.70 -0.49  -0.21
C: -5.58 5.74 -1.45  -0.20
C: -4.64 5.27 -2.60  -0.14
N: -5.24 4.99 -3.98  -0.07
C: -6.04 3.79 -4.03  -0.24
C: -6.93 3.88 -5.25  -0.22
O: -6.46 3.23 -6.43  -0.19
C: -6.56 1.83 -6.61  -0.10
H: -6.42 4.16 1.24  0.09
H: -7.41 5.14 0.10  0.08
H: -6.21 5.98 0.96  0.09
H: -5.46 6.73 -1.01  0.12
H: -6.57 5.61 -1.89  0.11
H: -4.15 4.31 -2.45  0.11
H: -3.87 6.02 -2.80  0.11
H: -4.45 4.85 -4.61  0.11
H: -6.69 3.80 -3.15  0.11
H: -5.50 2.85 -4.16  0.11
H: -7.14 4.93 -5.48  0.13
H: -7.85 3.48 -4.82  0.11
H: -5.77 1.53 -7.31  0.08
H: -7.52 1.53 -7.03  0.08
H: -6.35 1.32 -5.67  0.07
C: 4.91 5.12 5.51  -0.13
O: 5.22 4.61 6.76  -0.21
C: 4.73 5.37 7.86  -0.21
C: 4.87 4.52 9.15  -0.16
N: 3.74 3.54 9.43  -0.06
C: 3.26 2.87 8.24  -0.22
C: 2.22 1.76 8.59  -0.19
O: 2.91 0.64 9.19  -0.20
C: 2.14 -0.55 9.24  -0.12
H: 5.28 4.51 4.69  0.09
H: 5.28 6.15 5.48  0.08
H: 3.84 5.27 5.35  0.08
H: 3.67 5.57 7.73  0.12
H: 5.33 6.25 8.07  0.12
H: 5.17 4.99 10.08  0.11
H: 5.76 3.92 8.95  0.11
H: 4.10 2.84 10.05  0.10
H: 4.11 2.43 7.71  0.12
H: 2.66 3.58 7.67  0.11
H: 1.84 1.34 7.66  0.11
H: 1.39 2.20 9.14  0.12
H: 1.89 -0.99 8.27  0.08
H: 1.19 -0.32 9.73  0.08
H: 2.61 -1.27 9.91  0.09
C: 5.95 10.11 1.65  -0.17
O: 5.02 9.21 1.36  -0.19
C: 3.78 9.37 2.04  -0.21
C: 2.73 8.39 1.49  -0.18
N: 2.59 8.62 0.02  -0.03
C: 1.75 7.66 -0.57  -0.23
C: 2.35 6.24 -0.51  -0.25
O: 3.48 6.19 -1.37  -0.17
C: 4.27 5.03 -1.07  -0.11
H: 6.23 9.87 2.67  0.08
H: 5.65 11.15 1.72  0.09
H: 6.76 9.90 0.94  0.10
H: 3.32 10.34 1.87  0.12
H: 3.90 9.25 3.12  0.12
H: 1.84 8.77 1.99  0.12
H: 2.90 7.37 1.84  0.10
H: 3.52 8.55 -0.39  0.10
H: 1.46 7.86 -1.60  0.12
H: 0.79 7.47 -0.10  0.12
H: 1.64 5.48 -0.83  0.12
H: 2.54 5.87 0.49  0.10
H: 5.25 5.20 -1.50  0.08
H: 3.97 4.15 -1.65  0.08
H: 4.43 4.80 -0.02  0.08
C: -0.80 -7.99 -2.23  -0.15
O: 0.00 -7.51 -1.24  -0.28
C: 1.33 -8.20 -1.08  -0.13
C: 2.43 -7.20 -0.76  -0.21
N: 2.24 -6.49 0.49  -0.06
C: 3.32 -5.57 0.78  -0.23
C: 4.70 -6.04 0.96  -0.25
O: 4.85 -7.19 1.79  -0.17
C: 6.24 -7.50 2.01  -0.10
H: -0.98 -9.03 -1.95  0.09
H: -0.46 -7.86 -3.26  0.10
H: -1.73 -7.45 -2.04  0.08
H: 1.68 -8.60 -2.03  0.12
H: 1.12 -9.03 -0.40  0.13
H: 2.68 -6.55 -1.60  0.14
H: 3.29 -7.84 -0.57  0.12
H: 2.33 -7.22 1.18  0.10
H: 3.03 -5.02 1.67  0.11
H: 3.33 -4.78 0.04  0.13
H: 5.35 -5.20 1.21  0.13
H: 5.15 -6.37 0.02  0.12
H: 6.91 -6.67 2.24  0.09
H: 6.77 -8.04 1.23  0.09
H: 6.34 -8.11 2.90  0.09
C: 4.97 -4.01 -4.74  -0.12
O: 5.20 -5.08 -5.58  -0.22
C: 6.56 -5.48 -5.64  -0.19
C: 6.60 -7.02 -6.00  -0.19
N: 6.05 -7.27 -7.32  -0.07
C: 5.42 -8.54 -7.55  -0.19
C: 4.13 -8.83 -6.69  -0.19
O: 3.12 -9.36 -7.59  -0.21
C: 2.03 -10.00 -6.90  -0.11
H: 5.28 -4.24 -3.72  0.08
H: 3.93 -3.70 -4.74  0.09
H: 5.54 -3.19 -5.18  0.09
H: 6.93 -5.26 -4.64  0.11
H: 7.09 -4.82 -6.33  0.13
H: 6.03 -7.54 -5.23  0.11
H: 7.64 -7.34 -6.00  0.11
H: 5.42 -6.50 -7.42  0.10
H: 6.08 -9.36 -7.28  0.11
H: 5.19 -8.80 -8.58  0.12
H: 3.58 -7.97 -6.32  0.12
H: 4.34 -9.44 -5.81  0.10
H: 1.81 -10.93 -7.42  0.08
H: 1.16 -9.35 -6.96  0.08
H: 2.27 -10.27 -5.87  0.07
C: 0.75 4.24 -6.64  -0.01
C: 0.88 2.81 -6.65  0.00
C: -0.10 2.00 -7.27  -0.34
C: -1.19 2.62 -7.94  -0.01
C: -1.41 4.02 -7.81  0.01
C: -0.48 4.75 -7.02  -0.37
O: -0.71 6.07 -7.00  0.03
O: 0.01 0.67 -7.33  0.05
H: 1.50 4.83 -6.14  0.11
H: 1.74 2.31 -6.25  0.11
H: -1.90 2.06 -8.53  0.10
H: -2.26 4.52 -8.24  0.11
H: 0.00 6.60 -7.36  0.11
H: -0.71 0.24 -7.79  0.11
C: -1.66 5.75 5.37  -0.02
C: -1.65 5.51 6.75  -0.01
C: -2.29 4.37 7.21  -0.31
C: -3.02 3.57 6.28  0.00
C: -2.88 3.77 4.85  -0.02
C: -2.17 4.87 4.45  -0.31
O: -2.19 5.34 3.10  0.02
O: -2.17 4.08 8.57  0.03
H: -1.27 6.71 5.08  0.12
H: -1.19 6.20 7.44  0.12
H: -3.59 2.68 6.55  0.09
H: -3.42 3.12 4.17  0.11
H: -2.95 4.91 2.70  0.08
H: -2.41 3.15 8.63  0.09
C: -8.39 -0.35 -2.34  -0.14
C: -8.71 0.54 -1.15  -0.11
O: -9.74 1.41 -1.62  0.09
C: -10.30 0.82 -2.67  -0.55
O: -11.44 1.08 -3.08  0.12
O: -9.42 -0.02 -3.20  0.06
H: -8.54 -1.42 -2.19  0.13
H: -7.48 -0.12 -2.90  0.13
H: -7.76 1.06 -1.01  0.13
H: -8.95 -0.09 -0.30  0.13